[1]
Molecular formula: C46H44AuN3P2S2
Method: DFT, ωB97M-V with the def2-TZVPD basis set

Summary:
Energy above the lowest of the compared OMol25 structures with the same formula, charge and spin, kcal per mole: 29.8
Energy, hartree: -3557.8221
HOMO-LUMO gap (spin up / spin down), eV: 4.125 / 4.117
E_HOMO (spin up / spin down), eV: -12.312 / -12.311
Largest force on an atom, eV/Å: 2.04

ORCA input file:
```
! RIJCOSX wB97M-V def2-TZVPD def2/J DEFGRID3
* xyz 2 1
Au 0.871 -0.448 1.251
C 5.873 0.502 -3.979
C 5.131 -0.737 -3.450
C 3.708 -0.730 -4.006
C 5.863 -1.984 -3.972
C 5.164 -0.742 -1.936
C 6.425 -0.756 -1.313
C 6.571 -0.805 0.052
C 5.423 -0.824 0.831
S 5.300 -0.892 2.556
C 3.572 -0.810 2.403
N 3.132 -0.751 1.171
C 4.141 -0.772 0.244
C 4.021 -0.743 -1.145
C 2.698 -0.787 3.543
C 3.178 -0.815 4.860
C 2.295 -0.768 5.918
C 0.929 -0.725 5.689
C 0.441 -0.704 4.383
C 1.323 -0.718 3.333
H 5.800 0.527 -5.063
H 6.928 0.472 -3.720
H 5.442 1.417 -3.579
H 3.745 -0.697 -5.092
H 3.160 0.145 -3.663
H 3.173 -1.632 -3.716
H 5.811 -2.003 -5.057
H 5.411 -2.893 -3.584
H 6.912 -1.973 -3.690
H 7.309 -0.729 -1.929
H 7.550 -0.823 0.502
H 3.032 -0.734 -1.579
H 4.242 -0.860 5.037
H 2.668 -0.759 6.931
H 0.239 -0.703 6.520
H -0.626 -0.673 4.211
C -3.116 -0.700 1.137
P -1.357 -1.116 0.686
C -1.256 -2.828 1.272
C -1.796 -3.207 2.499
C -1.557 -4.473 3.002
C -0.751 -5.358 2.304
C -0.202 -4.982 1.086
C -0.446 -3.722 0.575
C -1.339 -1.164 -1.125
C -2.048 -2.088 -1.888
C -1.971 -2.030 -3.270
C -1.195 -1.064 -3.895
C -0.467 -0.160 -3.138
C -0.543 -0.212 -1.759
P -3.723 1.044 0.875
C -3.821 1.140 -0.947
C -4.728 0.351 -1.650
C -4.763 0.424 -3.030
C -3.920 1.291 -3.707
C -3.042 2.100 -3.006
C -2.993 2.024 -1.625
C -5.489 0.962 1.315
C -6.108 -0.068 2.022
C -7.469 -0.011 2.269
C -8.214 1.088 1.861
C -7.598 2.133 1.186
C -6.245 2.075 0.925
H -3.196 -0.875 2.214
H -3.748 -1.414 0.589
H -2.412 -2.533 3.073
H -2.001 -4.767 3.942
H -0.542 -6.333 2.715
H 0.418 -5.675 0.538
H -0.023 -3.424 -0.376
H -2.624 -2.861 -1.396
H -2.503 -2.755 -3.867
H -1.135 -1.026 -4.972
H 0.157 0.579 -3.623
H 0.022 0.489 -1.155
H -5.412 -0.297 -1.120
H -5.463 -0.190 -3.576
H -3.963 1.349 -4.783
H -2.407 2.799 -3.530
H -2.329 2.662 -1.058
H -5.547 -0.921 2.373
H -7.953 -0.826 2.789
H -9.269 1.136 2.081
H -8.168 2.997 0.879
H -5.753 2.893 0.417
C -0.233 5.248 2.489
N 0.718 5.078 1.424
C 1.213 6.041 0.589
C 2.108 5.453 -0.244
N 2.149 4.127 0.093
C 1.295 3.897 1.115
S 0.968 2.430 1.881
H -0.493 6.299 2.579
H 0.202 4.889 3.422
H -1.124 4.653 2.285
H 0.904 7.064 0.646
H 2.698 5.861 -1.038
H 2.746 3.435 -0.332
*
```

Atomic partial charges in e from the Löwdin method, atoms 1 to 6: Au 0.90; C -0.03; C -0.56; C -0.06; C -0.03; C -0.15

[2]
Molecular formula: C26H23BBr2N5O3STc
Method: DFT, ωB97M-V with the def2-TZVPD basis set

Summary:
Energy above the lowest of the compared OMol25 structures with the same formula, charge and spin, kcal per mole: 4.3
Energy, hartree: -7155.9072
⟨S²⟩: 0.758
HOMO-LUMO gap (spin up / spin down), eV: 6.680 / 6.440
E_HOMO (spin up / spin down), eV: -10.549 / -10.685
Largest force on an atom, eV/Å: 0.33

ORCA input file:
```
! RIJCOSX wB97M-V def2-TZVPD def2/J DEFGRID3
* xyz 1 2
Tc 0.164 -0.619 0.302
C -4.195 -0.610 4.185
C -3.777 0.594 3.355
N -3.729 0.310 1.924
C -2.705 -0.213 1.256
S -1.202 -0.584 2.132
N -2.858 -0.476 -0.018
N -1.691 -0.907 -0.592
C -1.739 -1.534 -1.720
C -3.000 -1.840 -2.449
C -0.432 -1.910 -2.266
C -0.264 -2.526 -3.495
C 1.020 -2.827 -3.925
C 2.099 -2.514 -3.115
C 1.859 -1.917 -1.891
N 0.626 -1.623 -1.477
H -4.234 -0.342 5.240
H -3.483 -1.427 4.066
H -5.181 -0.966 3.887
H -2.798 0.961 3.664
H -4.479 1.416 3.485
H -4.570 0.448 1.383
H -3.861 -1.615 -1.829
H -3.032 -2.886 -2.754
H -3.044 -1.222 -3.349
H -1.120 -2.759 -4.109
H 1.173 -3.298 -4.886
H 3.114 -2.719 -3.423
H 2.666 -1.653 -1.220
C 1.154 -3.177 2.386
C 2.201 -2.118 2.235
C 3.413 -2.216 2.958
C 4.378 -1.263 2.833
C 4.177 -0.175 1.953
C 5.091 0.876 1.700
Br 6.750 0.920 2.593
C 4.786 1.873 0.812
C 3.559 1.867 0.124
Br 3.150 3.230 -1.103
C 2.646 0.865 0.340
O 1.481 0.778 -0.306
C 2.955 -0.147 1.267
N 1.978 -1.098 1.428
H 1.619 -4.156 2.500
H 0.485 -3.207 1.527
H 0.549 -2.988 3.275
H 3.553 -3.063 3.615
H 5.302 -1.333 3.391
H 5.490 2.672 0.629
O -0.909 2.263 -0.020
B -0.426 1.152 -0.679
O -0.441 1.299 -2.061
C -0.871 2.599 -2.255
C -1.021 3.281 -3.438
C -1.482 4.595 -3.341
C -1.770 5.174 -2.111
C -1.610 4.470 -0.918
C -1.157 3.178 -1.029
H -0.792 2.824 -4.390
H -1.616 5.175 -4.244
H -2.122 6.196 -2.077
H -1.825 4.911 0.045
*
```

Atomic partial charges in e from the natural (NBO) method, atoms 1 to 6: Tc 0.65; C -0.62; C -0.22; N -0.56; C 0.34; S -0.04

[3]
Molecular formula: C30H56ClN10O3Sc
Method: DFT, ωB97M-V with the def2-TZVPD basis set

Summary:
Energy above the lowest of the compared OMol25 structures with the same formula, charge and spin, kcal per mole: 0.0
Energy, hartree: -3170.6223
HOMO-LUMO gap, eV: 8.458
E_HOMO, eV: -12.877
Largest force on an atom, eV/Å: 0.55

ORCA input file:
```
! RIJCOSX wB97M-V def2-TZVPD def2/J DEFGRID3
* xyz 2 1
Sc -0.639 0.376 -0.117
C -5.466 0.385 -1.099
N -4.564 -0.084 -2.143
C -5.210 -0.450 -3.401
C -3.235 -0.221 -1.941
N -2.521 0.623 -1.205
C -3.035 1.986 -1.016
C -1.919 2.977 -1.295
N -0.753 2.697 -0.421
C 0.537 3.076 -1.042
C 1.601 2.053 -0.689
N 1.269 0.757 -1.314
C 2.220 0.262 -2.112
N 3.198 1.060 -2.640
C 4.590 0.634 -2.667
C 2.901 2.294 -3.348
N 2.265 -1.029 -2.500
C 2.873 -1.420 -3.767
C 1.876 -2.149 -1.669
C -0.936 3.359 0.897
C -0.420 2.514 2.042
N -1.000 1.173 1.911
C -1.395 0.603 3.062
N -2.386 -0.299 3.068
C -3.314 -0.416 1.957
C -2.513 -1.327 4.103
N -0.895 0.966 4.270
C -1.731 1.057 5.461
C 0.516 1.248 4.492
N -2.622 -1.263 -2.547
C -3.253 -2.580 -2.645
C -1.183 -1.280 -2.668
H -6.275 -0.338 -0.987
H -5.905 1.354 -1.345
H -4.940 0.457 -0.151
H -5.791 0.402 -3.755
H -5.885 -1.298 -3.273
H -4.462 -0.695 -4.148
H -3.414 2.119 0.002
H -3.858 2.210 -1.697
H -2.267 4.005 -1.157
H -1.605 2.867 -2.332
H 0.835 4.085 -0.743
H 0.405 3.077 -2.122
H 1.678 1.937 0.398
H 2.584 2.414 -0.983
H 4.711 -0.273 -2.079
H 5.208 1.410 -2.211
H 4.948 0.461 -3.685
H 1.829 2.464 -3.370
H 3.251 2.216 -4.381
H 3.394 3.156 -2.892
H 2.926 -0.574 -4.446
H 2.246 -2.190 -4.217
H 3.872 -1.837 -3.626
H 1.494 -1.799 -0.725
H 2.752 -2.774 -1.481
H 1.133 -2.770 -2.172
H -2.004 3.516 1.047
H -0.459 4.343 0.886
H -0.726 2.998 2.972
H 0.673 2.496 2.059
H -3.495 0.567 1.528
H -4.255 -0.813 2.336
H -2.945 -1.108 1.197
H -1.592 -1.394 4.677
H -2.677 -2.284 3.616
H -3.344 -1.112 4.775
H -2.782 1.042 5.184
H -1.520 2.005 5.956
H -1.533 0.249 6.168
H 1.096 0.998 3.612
H 0.875 0.633 5.319
H 0.684 2.296 4.748
H -4.275 -2.540 -2.284
H -2.701 -3.288 -2.023
H -3.248 -2.934 -3.675
H -0.796 -0.292 -2.917
H -0.899 -1.966 -3.467
H -0.707 -1.665 -1.756
C 4.623 -3.755 0.822
C 4.282 -2.307 1.029
C 5.245 -1.316 0.874
C 4.940 0.020 1.092
Cl 6.159 1.230 0.857
C 3.670 0.398 1.484
C 2.690 -0.576 1.615
C 2.993 -1.912 1.395
O 2.041 -2.899 1.399
C 0.896 -2.830 2.220
C -0.344 -2.386 1.442
O -1.407 -2.945 1.550
O -0.160 -1.314 0.688
H 5.511 -3.855 0.200
H 3.803 -4.303 0.360
H 4.830 -4.241 1.777
H 6.252 -1.589 0.587
H 3.456 1.442 1.670
H 1.676 -0.302 1.870
H 1.037 -2.145 3.064
H 0.716 -3.829 2.611
*
```

Atomic partial charges in e from the natural (NBO) method, atoms 1 to 6: Sc 1.94; C -0.41; N -0.42; C -0.41; C 0.69; N -0.81

[4]
Molecular formula: C24H40N5O18
Method: DFT, ωB97M-V with the def2-TZVPD basis set

Summary:
Energy above the lowest of the compared OMol25 structures with the same formula, charge and spin, kcal per mole: 0.0
Energy, hartree: -2566.4769
HOMO-LUMO gap, eV: 9.810
E_HOMO, eV: -11.647
Largest force on an atom, eV/Å: 1.06

ORCA input file:
```
! RIJCOSX wB97M-V def2-TZVPD def2/J DEFGRID3
* xyz 1 1
N -6.024 3.015 2.240
C -5.305 2.693 1.017
C -5.890 1.460 0.293
O -6.587 0.555 1.126
C -4.789 0.716 -0.508
N -4.350 -0.506 0.157
C -3.201 -0.652 0.774
N -2.274 0.387 0.838
C -1.400 -0.059 1.953
C -1.361 -1.568 1.793
N -0.893 -2.184 2.985
N -2.807 -1.756 1.413
C -3.318 -3.086 1.112
C -3.839 -3.792 2.358
O -4.442 -5.026 1.982
C -5.693 -4.938 1.469
O -6.497 -4.113 1.783
H -5.859 2.345 2.980
H -5.729 3.916 2.595
H -5.447 3.544 0.349
H -4.219 2.575 1.145
H -6.630 1.792 -0.435
H -6.122 0.440 1.961
H -5.149 0.454 -1.502
H -3.918 1.355 -0.637
H -5.005 -1.274 0.165
H -1.740 0.316 -0.038
H -1.962 0.128 2.872
H -0.437 0.434 1.961
H -0.698 -1.819 0.964
H -1.597 -2.201 3.715
H -0.544 -3.122 2.840
H -4.149 -3.012 0.408
H -2.534 -3.668 0.624
H -4.555 -3.155 2.880
H -3.038 -4.042 3.048
H -5.868 -5.715 0.716
C 4.267 -0.609 2.493
C 3.118 -0.031 3.298
O 1.974 -0.418 2.515
C 2.318 -1.496 1.771
O 1.536 -2.131 1.128
O 3.633 -1.724 1.834
H 5.104 -0.952 3.089
H 4.635 0.078 1.731
H 3.026 -0.482 4.286
H 3.150 1.051 3.394
C 9.243 -2.388 4.971
C 9.322 -3.146 3.657
O 8.265 -2.541 2.901
C 8.035 -1.308 3.397
O 7.341 -0.489 2.879
O 8.698 -1.128 4.556
H 10.204 -2.230 5.451
H 8.552 -2.850 5.677
H 10.264 -2.976 3.134
H 9.143 -4.213 3.750
C -0.177 1.631 -3.709
C -0.257 0.403 -4.593
O -0.295 -0.667 -3.623
C -0.753 -0.174 -2.477
O -1.053 -0.836 -1.517
O -0.837 1.166 -2.506
H -0.694 2.499 -4.103
H 0.850 1.897 -3.466
H -1.176 0.362 -5.178
H 0.606 0.286 -5.237
C 1.429 2.361 -9.329
C 2.285 1.116 -9.177
O 2.719 1.218 -7.812
C 1.847 1.990 -7.142
O 1.844 2.138 -5.956
O 0.972 2.574 -7.983
H 0.577 2.235 -9.990
H 2.007 3.232 -9.638
H 1.709 0.197 -9.288
H 3.149 1.087 -9.834
C 0.026 3.071 0.160
C 1.061 2.680 1.202
O 1.887 3.840 1.256
C 1.165 4.910 0.827
O 1.509 6.038 0.909
O -0.011 4.490 0.291
H -0.965 2.659 0.341
H 0.344 2.816 -0.853
H 0.617 2.519 2.188
H 1.652 1.810 0.927
*
```

Atomic partial charges in e from the Löwdin method, atoms 1 to 6: N 0.01; C -0.23; C -0.34; O -0.02; C -0.09; N 0.15

[5]
Molecular formula: C4H8BrN2
Method: DFT, ωB97M-V with the def2-TZVPD basis set

Summary:
Energy above the lowest of the compared OMol25 structures with the same formula, charge and spin, kcal per mole: 98.6
SMILES: C[N@@H+]1C=CN(Br)C1
Energy, hartree: -2840.3630
HOMO-LUMO gap, eV: 9.316
E_HOMO, eV: -13.460
Largest force on an atom, eV/Å: 4.40

ORCA input file:
```
! RIJCOSX wB97M-V def2-TZVPD def2/J DEFGRID3
* xyz 1 1
C -1.662 -1.349 -0.089
C -0.395 -1.348 0.350
C -1.135 0.886 0.351
C 1.149 0.401 -0.559
N -2.233 -0.168 -0.511
N 0.072 0.077 0.442
Br -4.027 0.168 0.007
H -2.260 -2.300 -0.197
H 0.448 -1.977 0.525
H -1.201 1.776 -0.240
H -1.532 1.032 1.289
H 1.024 -0.446 -1.356
H 1.144 1.423 -0.822
H 2.100 0.121 -0.159
H 0.584 0.100 1.374
*
```

Atomic partial charges in e from the natural (NBO) method, atoms 1 to 6: C 0.01; C -0.16; C -0.04; C -0.42; N -0.46; N -0.40

[6]
Molecular formula: C14H33FNO11S3
Method: DFT, ωB97M-V with the def2-TZVPD basis set

Summary:
Energy, hartree: -2729.7783
HOMO-LUMO gap, eV: 3.330
E_HOMO, eV: -1.784
Largest force on an atom, eV/Å: 4.03

ORCA input file:
```
! RIJCOSX wB97M-V def2-TZVPD def2/J DEFGRID3
* xyz -1 1
C 3.346 2.241 0.573
C 3.946 0.812 -0.005
C 4.573 0.967 -1.512
C 4.454 2.467 -2.166
F 3.078 2.777 -2.706
C 2.603 -0.184 -0.030
O 1.784 -0.024 -1.241
N 0.876 0.965 -1.115
O 0.519 1.226 -2.252
H 2.846 1.998 1.629
H 4.271 2.937 0.811
H 2.557 2.746 -0.129
H 4.159 0.205 -2.304
H 5.737 0.721 -1.412
H 5.153 2.461 -3.133
H 4.877 3.334 -1.486
H 1.961 0.108 0.932
H 2.972 -1.291 0.167
O -0.651 -3.176 1.685
S -1.255 -1.967 1.168
O -1.080 -0.683 1.813
O -2.848 -2.225 0.942
C -3.622 -2.713 2.028
C -3.958 -1.606 3.009
C -0.813 -1.800 -0.543
H -3.112 -3.544 2.527
H -4.551 -3.111 1.606
H -3.060 -1.253 3.525
H -4.665 -1.961 3.764
H -4.392 -0.746 2.490
H -1.001 -2.748 -1.051
H 0.249 -1.551 -0.595
H -1.405 -0.997 -0.985
O 6.200 6.544 -4.328
S 5.158 7.471 -3.939
O 4.479 7.375 -2.665
O 4.040 7.540 -5.123
C 3.452 6.329 -5.577
C 2.382 5.842 -4.618
C 5.776 9.125 -4.123
H 4.215 5.562 -5.742
H 2.992 6.542 -6.548
H 2.821 5.525 -3.668
H 1.842 4.990 -5.042
H 1.668 6.641 -4.394
H 6.236 9.224 -5.108
H 6.521 9.296 -3.343
H 4.948 9.827 -4.007
O -7.245 -5.612 3.220
S -6.497 -5.935 4.417
O -5.434 -5.086 4.911
O -5.937 -7.460 4.298
C -5.176 -7.820 3.155
C -3.748 -7.322 3.262
C -7.646 -6.223 5.740
H -5.654 -7.459 2.238
H -5.170 -8.915 3.106
H -3.708 -6.230 3.212
H -3.137 -7.721 2.446
H -3.303 -7.618 4.217
H -8.419 -6.912 5.393
H -8.093 -5.266 6.014
H -7.107 -6.640 6.592
*
```

Atomic partial charges in e from the natural (NBO) method, atoms 1 to 6: C -0.69; C -0.43; C -0.49; C 0.02; F -0.43; C -0.20

[7]
Molecular formula: C17H37BrCl2O4SSiV
Method: DFT, ωB97M-V with the def2-TZVPD basis set

Summary:
Energy above the lowest of the compared OMol25 structures with the same formula, charge and spin, kcal per mole: 21.5
Energy, hartree: -6096.6336
⟨S²⟩: 1.136
HOMO-LUMO gap (spin up / spin down), eV: 6.952 / 8.811
E_HOMO (spin up / spin down), eV: -16.162 / -16.221
Largest force on an atom, eV/Å: 2.44

ORCA input file:
```
! RIJCOSX wB97M-V def2-TZVPD def2/J DEFGRID3
* xyz 2 2
V -0.193 -0.129 -0.368
C -3.259 0.933 1.186
C -2.277 1.280 2.294
C -2.642 0.572 3.591
C -2.211 2.788 2.494
O -0.952 0.793 1.845
Si 0.504 0.999 2.595
S 1.480 -0.255 0.990
O 1.014 2.474 2.326
C 1.842 3.513 2.955
C 1.421 4.814 2.291
C 3.296 3.182 2.663
C 1.560 3.534 4.448
O 0.657 0.290 3.996
C 1.457 -0.721 4.701
C 2.930 -0.399 4.511
C 1.101 -2.083 4.124
C 1.051 -0.622 6.160
H -4.227 1.385 1.400
H -3.406 -0.146 1.112
H -2.911 1.332 0.232
H -3.595 0.954 3.955
H -1.885 0.755 4.354
H -2.738 -0.507 3.449
H -3.199 3.170 2.746
H -1.865 3.281 1.585
H -1.532 3.038 3.311
H 1.599 4.768 1.216
H 1.998 5.642 2.699
H 0.364 5.010 2.471
H 3.468 3.124 1.587
H 3.578 2.231 3.119
H 3.938 3.962 3.071
H 0.511 3.766 4.642
H 2.172 4.300 4.921
H 1.797 2.571 4.903
H 3.193 -0.379 3.450
H 3.537 -1.162 4.996
H 3.177 0.565 4.957
H 1.377 -2.134 3.066
H 0.032 -2.273 4.229
H 1.643 -2.866 4.653
H 1.301 0.360 6.564
H 1.583 -1.375 6.740
H -0.020 -0.788 6.276
Cl 0.614 1.964 -0.901
C -0.345 2.247 -2.371
Cl -1.720 1.149 -2.270
H 0.259 1.995 -3.237
H -0.688 3.276 -2.387
C -3.193 -2.913 -0.052
C -2.167 -3.512 0.923
C -1.141 -2.397 1.108
O -1.329 -1.467 -0.020
C -2.332 -2.034 -0.937
H -3.948 -2.326 0.472
H -3.705 -3.670 -0.640
H -1.695 -4.390 0.484
H -2.609 -3.803 1.872
H -0.118 -2.765 1.073
H -1.291 -1.821 2.019
H -1.791 -2.622 -1.682
H -2.874 -1.232 -1.431
Br 0.816 -1.224 -2.151
*
```

Atomic partial charges in e from the natural (NBO) method, atoms 1 to 6: V 0.71; C -0.62; C 0.28; C -0.64; C -0.63; O -0.99

Question: Among the records above, which one has the highest largest force on an atom?
Answer: C4H8BrN2

Question: The highest energy belongs to which entry?
Answer: C24H40N5O18